Entry 1:
{"formula": "C30H47AsF5GeLuN4S2", "method": "wB97M-V/def2-TZVPD", "species": ["Lu", "As", "Ge", "S", "S", "F", "F", "F", "F", "F", "N", "N", "N", "N", "C", "C", "C", "C", "C", "C", "C", "C", "C", "C", "C", "C", "C", "C", "C", "C", "C", "C", "C", "C", "C", "C", "C", "C", "C", "C", "C", "C", "C", "C", "H", "H", "H", "H", "H", "H", "H", "H", "H", "H", "H", "H", "H", "H", "H", "H", "H", "H", "H", "H", "H", "H", "H", "H", "H", "H", "H", "H", "H", "H", "H", "H", "H", "H", "H", "H", "H", "H", "H", "H", "H", "H", "H", "H", "H", "H", "H"], "positions_angstrom": [[3.0520, -16.9127, -3.4386], [-3.8812, -16.5843, -5.9156], [2.4299, -20.6413, -5.7681], [1.7747, -11.3686, -3.4656], [3.3475, -18.4081, -5.7748], [4.0533, -13.3506, -7.4628], [1.9606, -14.6288, -2.6017], [1.5581, -18.1705, -3.0096], [5.1461, -15.2351, -6.0144], [2.3087, -11.7960, -6.4016], [4.2595, -17.1588, -1.4087], [5.9608, -18.7149, -4.8443], [5.2674, -18.3233, -3.7712], [5.6478, -19.4363, -6.9330], [7.0776, -19.8481, -6.9844], [-5.7333, -15.3523, -3.9289], [6.5841, -16.4912, -0.9039], [-2.5770, -15.5897, -4.6657], [5.1189, -18.9107, -5.8762], [-0.6826, -20.8538, -8.8328], [-4.5115, -18.2734, -5.0091], [-5.4007, -15.3411, -5.4417], [7.8986, -18.9696, -7.8712], [6.0546, -15.5447, -0.0073], [3.8274, -16.4334, -0.3571], [2.6884, -12.7965, -5.6155], [1.4166, -21.1740, -7.3454], [2.8098, -13.9953, -3.5790], [5.6147, -17.2938, -1.6246], [-1.2968, -22.2188, -8.6566], [7.5562, -18.5188, -2.7622], [-0.3079, -22.4039, -3.1250], [6.1279, -18.0684, -2.7716], [0.6168, -22.2918, -4.3619], [0.1932, -20.3283, -7.6868], [3.6549, -13.5879, -6.2177], [-3.8174, -19.5128, -5.6142], [-0.6663, -23.8583, -2.7518], [1.1431, -20.8550, -4.3143], [4.2067, -14.5418, -5.4283], [2.3382, -12.7335, -4.1968], [-2.4584, -16.2341, -3.2891], [4.7013, -15.6376, 0.3240], [3.6543, -14.8544, -4.1833], [2.1110, -21.0853, -8.1871], [-2.8354, -14.5133, -4.7038], [-5.0636, -14.6511, -3.4130], [7.0874, -20.9152, -7.3031], [-1.4374, -20.0737, -9.0734], [-1.6837, -22.4139, -7.6557], [0.2532, -22.0025, -2.2421], [7.4947, -19.7143, -5.9658], [1.3528, -23.0696, -4.3887], [-5.5607, -18.3733, -5.0368], [7.7250, -19.1010, -3.6668], [-4.1479, -18.2537, -3.9756], [-6.8078, -15.0523, -3.7293], [-6.1687, -15.7390, -6.1646], [6.6808, -14.6881, 0.2821], [5.1011, -19.4770, -7.8132], [7.6345, -19.2067, -1.8771], [8.2158, -17.6191, -2.8022], [-1.1650, -21.7979, -3.2676], [-2.1172, -22.4122, -9.4035], [-4.1688, -19.6493, -6.6663], [-3.4214, -16.2964, -2.7351], [-1.0355, -24.0307, -1.7568], [0.2750, -20.1108, -4.3754], [-0.5871, -23.0118, -8.8331], [3.6865, -21.5275, -5.5050], [-1.4402, -24.2058, -3.4742], [-5.1653, -14.3358, -5.8344], [8.9876, -19.1240, -7.7064], [7.7752, -17.9274, -7.7260], [0.1607, -24.5521, -2.8992], [7.6537, -16.5756, -1.1432], [-1.6339, -15.7888, -5.1776], [0.5396, -19.2915, -7.8712], [-5.6211, -16.3305, -3.5309], [-2.0126, -17.2473, -3.4096], [1.1419, -22.2148, -7.1288], [-1.7669, -15.5529, -2.7886], [-2.7432, -19.3920, -5.6876], [7.7497, -19.0981, -8.9927], [-3.9034, -20.4676, -5.0476], [-0.0204, -22.4428, -5.2570], [1.6797, -20.5160, -3.4376], [2.7762, -16.6687, -0.0533], [-0.4539, -20.2772, -6.7319], [-0.1131, -20.8570, -9.7902], [4.2137, -15.0410, 1.0856]], "mulliken_charge": [1.2945, 0.2413, 0.0542, 0.0610, -0.3676, -0.2309, -0.2338, -0.6283, -0.1999, -0.1729, -0.4692, -0.6015, 0.1338, -0.0207, 0.1199, -0.8196, -0.3901, -0.8233, 0.2818, -0.6432, -0.6245, -0.8104, -1.2098, -0.5462, -0.1956, 0.6202, -0.8927, 1.2550, 0.6319, -1.1869, -1.1374, -0.5044, 0.2822, -0.4471, 0.3067, 0.2575, -1.1653, -1.3172, -0.4262, 0.4861, -0.6799, -0.7658, -0.5284, -0.4562, 0.5240, 0.4016, 0.2248, 0.3318, 0.3908, 0.2590, 0.2977, -0.0892, 0.5033, 0.5003, 0.1260, 0.3174, 0.3203, 0.3966, 0.4222, 0.2816, 0.3510, 0.3512, 0.3242, 0.3473, 0.3456, 0.2495, 0.3916, -0.0174, 0.3594, 0.1060, 0.2983, 0.4150, 0.3507, 0.3614, 0.3249, 0.3358, 0.3940, 0.3097, 0.2542, 0.1700, 0.3587, 0.2941, 0.1732, 0.3283, 0.3884, 0.0085, 0.7232, 0.5153, -0.2933, 0.3258, 0.4159], "homo_lumo_gap_ha": [0.06729, 0.06822], "charge": 2, "total_energy_ha": -8233.59429, "homo_ev": [-11.63, -11.64]}

---

Entry 2:
{"formula": "C30H47BCuN8O5", "method": "wB97M-V/def2-TZVPD", "species": ["Cu", "O", "O", "O", "O", "O", "N", "N", "N", "N", "N", "N", "N", "N", "C", "C", "C", "C", "C", "C", "C", "C", "C", "C", "C", "C", "C", "C", "C", "C", "C", "C", "C", "C", "C", "C", "C", "C", "C", "C", "C", "C", "C", "C", "B", "H", "H", "H", "H", "H", "H", "H", "H", "H", "H", "H", "H", "H", "H", "H", "H", "H", "H", "H", "H", "H", "H", "H", "H", "H", "H", "H", "H", "H", "H", "H", "H", "H", "H", "H", "H", "H", "H", "H", "H", "H", "H", "H", "H", "H", "H", "H"], "positions_angstrom": [[0.3038, 0.4094, -0.0286], [1.5240, 1.8720, -0.5208], [3.6481, 2.5371, -0.6423], [6.5538, 0.2836, 1.8820], [-0.5285, -0.4404, 3.2994], [5.8805, 1.9042, 0.5209], [-1.7659, 1.0583, -1.7622], [-0.4864, 0.6199, -1.9131], [-0.9520, 1.7355, 1.2693], [2.6388, -1.0667, 1.8268], [-1.0389, -1.1498, 0.1518], [2.1163, -0.1845, 0.9655], [-2.1881, 1.7466, 0.6788], [-2.2987, -0.6589, -0.0182], [2.7625, 1.7705, -0.2689], [5.6806, 0.8144, 1.2435], [1.0748, -0.0102, -5.1078], [-0.9858, 2.6724, 2.2315], [3.9411, -0.8392, 2.0361], [-0.4745, -4.8507, 0.1684], [-3.1995, -1.6420, 0.1163], [4.2978, 0.2554, 1.2684], [1.4268, 2.3328, 2.9810], [0.1079, 3.0465, 3.2112], [1.1144, -3.0767, -0.4628], [-2.9733, 2.6706, 1.2545], [-3.5280, 2.2399, -3.0736], [0.3564, 4.5539, 3.0764], [-0.0116, -3.4286, 0.5107], [-4.6681, -1.4295, -0.0122], [3.1130, 0.6151, 0.6138], [-1.8415, -0.5937, 3.8109], [1.9633, -0.4710, -2.8397], [-0.3831, 2.7373, 4.6303], [-1.1363, 1.5800, -3.8091], [-2.1712, 1.6508, -2.9010], [-2.5139, -2.8116, 0.3690], [-4.3878, 2.9212, 0.8565], [-0.0934, 0.9296, -3.1407], [-1.1635, -2.4681, 0.3507], [0.4396, -3.4185, 1.9793], [2.1160, 1.8467, -3.7986], [1.2629, 0.5760, -3.7027], [-2.2471, 3.2780, 2.2501], [-2.5592, 0.7930, -0.4669], [5.0360, 2.2334, 0.0934], [2.1159, -0.1283, -1.8170], [1.4685, -2.0572, -0.3650], [-2.3935, -1.3658, 3.2633], [-1.7612, -0.8913, 4.8559], [-4.7988, 3.7097, 1.4840], [0.3701, -5.5338, 0.2556], [-1.1475, 1.9350, -4.8219], [-0.6243, 0.0691, 2.4770], [0.6316, 0.7144, -5.7882], [-4.4687, 3.2357, -0.1823], [-3.6875, 3.0719, -2.3888], [-0.8552, -4.9094, -0.8510], [-3.6335, 2.6158, -4.0891], [1.3902, -1.3976, -2.8040], [-3.7194, 0.9236, -0.6978], [-2.5890, 4.0547, 2.9090], [-0.5185, 1.6652, 4.7652], [1.4065, -3.9132, 2.0888], [2.0483, -1.7700, 2.2485], [0.7685, -3.1985, -1.4890], [2.9448, -0.6913, -3.2606], [3.0940, 1.6066, -4.2170], [1.9610, -3.7475, -0.3091], [-4.3107, 1.5050, -2.8941], [-5.0028, 2.0305, 0.9783], [1.8442, 2.6368, 2.0308], [2.1301, 2.6294, 3.7609], [1.1357, 4.8617, 3.7741], [-1.3284, 3.2342, 4.8506], [0.6837, 4.7987, 2.0664], [-2.9413, -3.7866, 0.5057], [-0.2757, -3.9636, 2.5954], [-2.3989, 0.3453, 3.7551], [4.5349, -1.4356, 2.7026], [-1.2494, -5.1994, 0.8493], [2.0423, -0.3002, -5.5177], [1.3221, 1.2544, 3.0175], [0.4561, -2.4116, 2.3972], [-4.9365, -1.1046, -1.0163], [1.6383, 2.5779, -4.4509], [-5.0225, -0.6737, 0.6868], [0.4339, -0.8918, -5.0838], [0.3553, 3.0793, 5.3567], [-5.1870, -2.3623, 0.1985], [2.2585, 2.3057, -2.8242], [-0.5414, 5.1311, 3.2940]], "lowdin_spin": [0.7521, 0.0737, 0.0044, 0.0002, -0.0003, 0.0006, 0.0013, 0.0590, 0.0092, 0.0022, 0.0550, 0.0259, 0.0001, 0.0014, 0.0054, 0.0002, -0.0001, 0.0002, -0.0001, 0.0000, -0.0010, -0.0001, -0.0003, -0.0001, -0.0005, -0.0003, 0.0001, 0.0000, 0.0000, -0.0001, 0.0001, 0.0000, -0.0010, 0.0000, 0.0028, 0.0003, 0.0016, -0.0001, 0.0047, 0.0048, -0.0002, -0.0001, 0.0000, 0.0003, -0.0006, 0.0003, -0.0007, -0.0004, 0.0000, 0.0000, 0.0000, 0.0000, 0.0005, -0.0003, 0.0000, 0.0000, 0.0000, 0.0000, 0.0001, -0.0001, -0.0001, 0.0001, 0.0000, 0.0000, 0.0000, 0.0000, 0.0000, 0.0000, 0.0000, 0.0000, 0.0000, -0.0001, 0.0000, 0.0000, 0.0000, 0.0000, 0.0004, 0.0000, 0.0000, 0.0003, 0.0000, 0.0000, -0.0002, 0.0000, -0.0001, 0.0000, -0.0001, 0.0000, 0.0000, 0.0001, 0.0001, 0.0000], "homo_lumo_gap_ha": [0.34587, 0.29973], "multiplicity": 2, "charge": 0, "total_energy_ha": -3651.14031, "homo_ev": [-9.05, -9.05]}

---

Results for relative energy (zero: lowest compared OMol25 entry of this formula, charge and spin): 1.886 0.211 (in eV, following the order of the records).